C32H58FN3O9 | the ωB97M-V functional and the def2-TZVPD basis

Each line ends with the Mulliken charge.
Cartesian coordinates (Å):
C (2.307, -2.466, 3.056)  -1.57
C (2.475, -0.969, 3.239)  1.16
C (3.627, -0.547, 3.850)  -0.98
C (3.867, 0.785, 4.047)  -0.57
C (2.946, 1.694, 3.596)  -0.91
C (1.802, 1.265, 2.989)  -0.52
C (1.526, -0.068, 2.810)  0.73
C (0.233, -0.546, 2.162)  -0.15
C (-0.892, 0.381, 2.450)  0.97
C (-1.892, 0.259, 3.325)  0.28
C (-2.139, -0.913, 4.237)  -0.89
C (-2.983, -1.943, 3.445)  -0.21
F (-4.311, -1.591, 3.486)  -0.33
C (-2.777, 1.459, 3.259)  0.07
O (-3.846, 1.679, 3.753)  -0.54
O (-2.104, 2.424, 2.456)  -0.29
C (-1.173, 1.718, 1.774)  0.00
O (-0.625, 2.000, 0.738)  -0.56
H (2.572, -2.668, 2.001)  0.28
H (1.283, -2.806, 3.203)  0.29
H (3.033, -3.022, 3.646)  0.41
H (4.363, -1.265, 4.191)  0.38
H (4.757, 1.147, 4.546)  0.39
H (3.107, 2.758, 3.709)  0.43
H (1.120, 2.041, 2.665)  0.36
H (0.387, -0.704, 1.091)  0.43
H (-0.027, -1.519, 2.582)  0.06
H (-2.748, -0.612, 5.093)  0.42
H (-1.204, -1.351, 4.583)  0.42
H (-2.782, -2.974, 3.744)  0.34
H (-2.669, -1.833, 2.400)  0.08
C (7.231, -0.625, -2.266)  -0.71
O (6.467, -1.358, -3.205)  -0.34
C (6.970, -2.663, -3.469)  -0.82
C (6.045, -3.726, -2.908)  -0.18
N (6.081, -3.745, -1.450)  -0.32
C (5.030, -4.554, -0.835)  -0.76
C (3.577, -4.140, -1.063)  -0.55
O (3.211, -2.921, -0.442)  -0.29
C (3.533, -1.751, -1.178)  -0.63
H (6.867, 0.402, -2.273)  0.24
H (7.113, -1.023, -1.252)  0.29
H (8.291, -0.619, -2.534)  0.34
H (7.991, -2.787, -3.095)  0.40
H (7.000, -2.774, -4.556)  0.39
H (6.352, -4.705, -3.286)  0.40
H (5.037, -3.514, -3.287)  0.16
H (5.992, -2.798, -1.108)  0.07
H (5.212, -4.535, 0.243)  0.37
H (5.157, -5.592, -1.158)  0.42
H (2.952, -4.906, -0.595)  0.35
H (3.299, -4.133, -2.123)  0.38
H (3.472, -1.913, -2.256)  0.35
H (4.524, -1.379, -0.908)  0.18
H (2.815, -0.977, -0.903)  0.24
C (-1.909, -4.185, -2.487)  -0.78
O (-2.391, -3.563, -1.310)  -0.32
C (-3.019, -2.305, -1.536)  -0.74
C (-4.513, -2.397, -1.285)  -0.14
N (-5.174, -3.186, -2.318)  -0.33
C (-6.559, -3.540, -2.007)  -0.67
C (-6.820, -4.419, -0.785)  -0.44
O (-6.351, -5.749, -0.909)  -0.43
C (-4.984, -5.938, -0.595)  -0.47
H (-1.301, -5.037, -2.187)  0.25
H (-2.729, -4.553, -3.112)  0.33
H (-1.285, -3.501, -3.070)  0.33
H (-2.806, -1.915, -2.535)  0.46
H (-2.590, -1.607, -0.810)  0.26
H (-4.940, -1.390, -1.276)  0.40
H (-4.652, -2.837, -0.289)  0.09
H (-4.654, -4.041, -2.460)  0.09
H (-6.951, -4.066, -2.881)  0.37
H (-7.139, -2.617, -1.909)  0.39
H (-7.906, -4.501, -0.680)  0.35
H (-6.461, -3.966, 0.147)  0.31
H (-4.642, -5.258, 0.189)  0.23
H (-4.358, -5.829, -1.485)  0.15
H (-4.862, -6.962, -0.240)  0.31
C (-2.507, 4.626, 0.073)  -0.75
O (-2.982, 5.791, -0.582)  -0.39
C (-3.139, 6.912, 0.279)  -0.75
C (-2.108, 7.980, -0.030)  -0.22
N (-0.770, 7.556, 0.369)  -0.28
C (0.305, 8.411, -0.131)  -0.68
C (0.496, 8.516, -1.643)  -0.48
O (0.952, 7.326, -2.259)  -0.42
C (-0.058, 6.384, -2.578)  -0.42
H (-2.589, 3.794, -0.625)  0.26
H (-1.455, 4.729, 0.357)  0.31
H (-3.105, 4.397, 0.958)  0.44
H (-3.107, 6.622, 1.333)  0.35
H (-4.132, 7.326, 0.078)  0.40
H (-2.367, 8.897, 0.508)  0.39
H (-2.165, 8.188, -1.106)  0.16
H (-0.610, 6.616, 0.031)  -0.02
H (1.235, 8.024, 0.292)  0.37
H (0.167, 9.417, 0.279)  0.39
H (1.284, 9.254, -1.814)  0.34
H (-0.393, 8.902, -2.156)  0.35
H (-1.002, 6.866, -2.842)  0.27
H (-0.213, 5.682, -1.755)  0.08
H (0.286, 5.805, -3.435)  0.30

Output
- Relative energy (zero: lowest compared OMol25 entry of this formula, charge and spin): 0.00 kcal per mole
- Lowest unoccupied orbital energy: -0.67 eV
- Charge: 0
- Kohn-Sham gap: 7.8 eV
- HOMO: -8.477 eV
- Structure (SMILES): Cc1ccccc1CC1=C(CCF)C(=O)OC1=O.COCCNCCOC.COCCNCCOC.COCCNCCOC